ORCA calculation (the ωB97M-V functional and the def2-TZVPD basis) on a single C19H11NO2 molecule.

Calculated values
LUMO energy	-1.445	eV
F_max	5.8	eV/A
orbital gap	7.521	eV
ΔE to the lowest compared entry with this formula, charge and spin	275.2	kcal/mol
SMILES	O=C1c2ccccc2C(=O)c2c1cccc2-c1cccnc1
HOMO energy	-9.0	eV
multiplicity	1
electronic energy	-25455.0353	eV

```
33
Properties=species:S:1:pos:R:3:nbo_charge:R:1
O 2.172 2.920 2.313 -0.5179
C 1.414 1.982 1.920 0.5318
C 1.140 0.675 2.803 -0.1253
C 1.334 0.621 4.338 -0.1746
C 1.013 -0.725 5.085 -0.2119
C 0.475 -2.001 4.334 -0.2007
C 0.290 -1.951 2.789 -0.1845
C 0.647 -0.611 2.090 -0.0884
C 0.485 -0.566 0.484 0.5265
O 0.575 -1.698 -0.090 -0.5250
C 0.277 0.811 -0.292 -0.1079
C 0.742 2.114 0.466 -0.0822
C 0.528 3.506 -0.233 -0.1834
C -0.093 3.582 -1.671 -0.1965
C -0.543 2.300 -2.457 -0.1935
C -0.332 0.927 -1.721 -0.0066
C -0.815 -0.372 -2.490 -0.0995
C 0.197 -1.389 -3.150 -0.1376
C -0.557 -2.592 -3.802 -0.2652
C -2.083 -2.794 -3.830 0.0156
N -2.949 -1.844 -3.224 -0.4244
C -2.306 -0.743 -2.604 0.0234
H 1.721 1.517 4.946 0.2536
H 1.144 -0.849 6.218 0.2345
H 0.217 -2.973 4.873 0.2360
H -0.100 -2.834 2.166 0.2635
H 0.832 4.470 0.300 0.2542
H -0.274 4.580 -2.219 0.2367
H -0.991 2.321 -3.504 0.2511
H 1.325 -1.270 -3.116 0.2468
H 0.087 -3.404 -4.301 0.2234
H -2.551 -3.712 -4.337 0.2213
H -3.021 0.002 -2.085 0.2066
```

***

ORCA calculation (the ωB97M-V functional and the def2-TZVPD basis) on a molecular structure, C19H12AuF3N2OS2.

Calculated values
LUMO energy (spin up / spin down)	0.051 / -2.410	eV
F_max	0.4	eV/A
orbital gap (spin up / spin down)	7.840 / 5.527	eV
⟨S²⟩	2.01
ΔE to the lowest compared entry with this formula, charge and spin	14.4	kcal/mol
HOMO energy (spin up / spin down)	-7.8 / -7.9	eV
multiplicity	3
electronic energy	-58436.2893	eV

```
40
Properties=species:S:1:pos:R:3:nbo_charge:R:1
Au 0.996 -0.026 0.780 1.0073
O 0.722 0.228 2.948 -0.5767
N 1.682 0.912 3.550 0.0219
C 1.459 1.198 4.856 0.0266
C 2.369 1.885 5.606 -0.2497
C 3.557 2.294 4.999 -0.1739
C 3.764 2.001 3.677 -0.2193
C 2.812 1.299 2.922 0.0191
S 3.090 0.939 1.258 -0.2028
H 0.511 0.830 5.218 0.2417
H 2.153 2.092 6.643 0.2349
H 4.303 2.838 5.561 0.2279
H 4.668 2.305 3.169 0.2377
F 1.025 3.042 -5.270 -0.3221
C 1.876 2.848 -4.242 0.9803
F 1.832 3.949 -3.486 -0.3064
F 3.111 2.779 -4.779 -0.3199
C 1.540 1.588 -3.508 -0.2205
C 1.319 0.448 -4.270 -0.0946
C 1.015 -0.753 -3.657 -0.2743
C 0.928 -0.775 -2.277 0.0924
N 1.128 0.315 -1.541 -0.4855
C 1.448 1.481 -2.115 0.0563
S 1.732 2.779 -0.979 0.2032
H 1.385 0.516 -5.348 0.2358
H 0.829 -1.649 -4.230 0.2352
H 0.662 -1.666 -1.725 0.2357
C -0.750 -0.955 0.433 -0.4203
C -1.812 -1.490 0.199 -0.1703
C -3.064 -2.121 -0.079 -0.0283
C -3.339 -3.402 0.410 -0.2090
C -4.552 -4.013 0.133 -0.2110
C -5.508 -3.359 -0.631 -0.2196
C -5.244 -2.087 -1.120 -0.2114
C -4.034 -1.470 -0.848 -0.2101
H -2.593 -3.908 1.007 0.2185
H -4.752 -5.005 0.518 0.2116
H -6.454 -3.838 -0.845 0.2108
H -5.987 -1.571 -1.715 0.2115
H -3.826 -0.478 -1.225 0.2173
```

***

ORCA calculation (the ωB97M-V functional and the def2-TZVPD basis) on a molecular structure, C19H12F6MgN6O11S3.

Calculated values
LUMO energy	4.217	eV
F_max	5.3	eV/A
orbital gap	7.792	eV
ΔE to the lowest compared entry with this formula, charge and spin	67.7	kcal/mol
HOMO energy	-3.6	eV
multiplicity	1
charge	-2
electronic energy	-105621.7741	eV

```
58
Properties=species:S:1:pos:R:3:nbo_charge:R:1
Mg -0.382 -0.357 1.143 1.7573
O 5.000 0.700 3.458 -0.6736
C 3.691 0.679 3.064 0.3340
C 3.281 1.356 1.921 -0.3251
C 1.948 1.270 1.551 0.1419
N 1.086 0.554 2.242 -0.5651
C 1.459 -0.105 3.323 0.1561
C 2.757 -0.041 3.805 -0.2996
C 0.311 -1.008 3.817 0.7547
O 0.289 -1.397 4.977 -0.6967
O -0.505 -1.243 2.889 -0.8429
C 1.297 1.903 0.313 0.7587
O 1.917 2.769 -0.308 -0.7283
O 0.142 1.469 0.100 -0.8260
H 5.510 1.153 2.775 0.4741
H 3.982 1.911 1.311 0.2201
H 3.046 -0.570 4.699 0.2344
N -0.568 4.763 -3.725 -0.8124
C -0.842 3.482 -3.228 0.1696
C -2.147 3.132 -2.890 -0.2941
C -2.429 1.854 -2.448 -0.1815
C -1.410 0.926 -2.322 -0.2753
C -0.111 1.257 -2.660 -0.1431
C 0.170 2.528 -3.127 -0.2480
S -1.811 -0.659 -1.594 2.3561
O -3.040 -1.092 -2.216 -0.9509
O -0.670 -1.544 -1.795 -0.9780
N -1.952 -0.366 -0.037 -1.0489
C -2.592 0.595 0.573 0.5850
N -2.020 0.907 1.764 -0.5438
C -2.544 1.871 2.473 0.1206
C -3.687 2.558 2.069 -0.3903
C -4.223 2.150 0.859 0.0951
N -3.699 1.207 0.107 -0.5086
H -1.224 5.460 -3.398 0.3622
H 0.388 5.047 -3.566 0.3712
H -2.934 3.873 -2.961 0.1892
H -3.426 1.558 -2.166 0.2500
H 0.667 0.523 -2.528 0.2439
H 1.184 2.810 -3.368 0.2063
H -2.040 2.111 3.401 0.1913
H -4.119 3.353 2.656 0.2058
H -5.128 2.605 0.466 0.1725
F 2.235 -2.503 1.893 -0.3509
C 1.327 -3.332 1.317 0.7126
F 2.052 -4.406 0.922 -0.3444
F 0.555 -3.784 2.312 -0.3196
S 0.351 -2.464 -0.122 2.2867
O -0.961 -2.782 0.311 -0.9017
O 0.969 -1.175 0.068 -1.0144
N 1.043 -3.290 -1.264 -1.1940
S 0.225 -4.422 -1.971 2.2756
O -0.387 -4.153 -3.237 -0.9230
O -0.439 -5.355 -1.111 -0.9370
C 1.787 -5.374 -2.513 0.7033
F 2.446 -5.943 -1.497 -0.3303
F 1.511 -6.380 -3.374 -0.3457
F 2.666 -4.588 -3.150 -0.3350
```

***

ORCA calculation (the ωB97M-V functional and the def2-TZVPD basis) on a single C19H12N2O3 molecule.

Calculated values
LUMO energy	-0.674	eV
F_max	6.3	eV/A
orbital gap	8.027	eV
ΔE to the lowest compared entry with this formula, charge and spin	73.6	kcal/mol
SMILES	O=C(O)c1cc(-c2ccc(-c3ccccc3)cc2)nc2ocnc12
HOMO energy	-8.7	eV
multiplicity	1
electronic energy	-29017.3121	eV

```
36
Properties=species:S:1:pos:R:3:nbo_charge:R:1
O -5.727 0.932 -1.195 -0.6133
C -5.295 0.150 -2.060 0.7502
O -6.107 -0.557 -2.744 -0.6165
C -3.822 -0.044 -2.078 -0.0792
C -2.975 0.033 -0.868 -0.1992
C -1.627 -0.325 -1.028 0.2036
C -0.664 -0.222 0.166 -0.1171
C 0.685 0.371 0.182 -0.1480
C 1.546 0.357 1.333 -0.2323
C 1.209 -0.395 2.505 -0.0035
C 2.101 -0.452 3.782 -0.0455
C 2.813 0.659 4.123 -0.2246
C 3.798 0.678 5.167 -0.1834
C 4.139 -0.493 5.970 -0.2121
C 3.486 -1.681 5.551 -0.2034
C 2.502 -1.691 4.442 -0.1955
C -0.029 -1.163 2.449 -0.2325
C -0.927 -0.968 1.313 -0.1287
N -1.147 -0.762 -2.248 -0.4308
C -1.938 -0.748 -3.363 0.4758
O -1.664 -0.858 -4.719 -0.4410
C -2.914 -1.033 -5.371 0.3618
N -3.881 -0.707 -4.555 -0.4369
C -3.307 -0.537 -3.298 0.0336
H -6.922 -0.216 -2.624 0.4971
H -3.358 0.370 0.135 0.2615
H 0.994 0.964 -0.655 0.2204
H 2.570 0.639 1.311 0.2224
H 2.769 1.617 3.675 0.2170
H 4.216 1.625 5.407 0.2036
H 4.756 -0.458 6.842 0.2189
H 3.679 -2.462 6.184 0.2058
H 2.200 -2.592 3.960 0.2168
H -0.368 -1.711 3.351 0.2222
H -1.809 -1.622 1.582 0.2145
H -2.905 -1.169 -6.442 0.2184
```